{"formula": "C24H37N8O3S4Ti", "method": "wB97M-V/def2-TZVPD", "total_charge": 2, "e_above_lowest_kcal_mol": 12.8, "s_squared": 0.7524, "largest_force_ev_per_a": 1.4, "e_homo_ev": [-12.64, -12.65], "multiplicity": 2, "species": ["Ti", "C", "C", "N", "C", "C", "S", "C", "C", "N", "H", "H", "H", "H", "H", "H", "H", "H", "H", "H", "H", "H", "H", "H", "O", "C", "C", "C", "C", "C", "C", "C", "C", "N", "H", "H", "H", "H", "H", "H", "H", "H", "H", "H", "H", "N", "C", "C", "C", "C", "C", "C", "S", "O", "O", "N", "C", "S", "C", "C", "N", "H", "H", "H", "H", "H", "H", "H", "H", "N", "C", "N", "S", "H", "H", "H", "H"], "positions_angstrom": [[-0.584, -0.463, 1.125], [0.996, -0.685, 3.567], [1.473, 0.665, 2.964], [0.446, 1.260, 2.067], [-0.372, 2.303, 2.746], [-1.866, 2.315, 2.401], [-2.643, 0.718, 2.010], [-2.736, -0.109, 3.619], [-1.375, -0.411, 4.217], [-0.419, -0.950, 3.214], [1.598, -1.504, 3.169], [1.116, -0.688, 4.654], [1.723, 1.366, 3.763], [2.378, 0.505, 2.377], [0.947, 1.688, 1.288], [-0.256, 2.165, 3.820], [0.045, 3.289, 2.523], [-2.426, 2.759, 3.225], [-2.073, 2.932, 1.527], [-3.333, 0.503, 4.298], [-3.280, -1.033, 3.416], [-0.936, 0.490, 4.646], [-1.486, -1.130, 5.033], [-0.591, -1.960, 3.180], [-0.847, 0.486, -0.539], [-0.598, 1.837, -0.959], [-1.156, 2.142, -2.340], [-0.368, 1.527, -3.491], [-0.745, 0.102, -3.755], [-0.696, -0.470, -5.019], [-1.131, -1.772, -5.193], [-1.624, -2.480, -4.101], [-1.636, -1.862, -2.872], [-1.195, -0.609, -2.717], [-1.016, -0.178, -1.618], [0.489, 1.991, -0.949], [-1.054, 2.513, -0.232], [-1.133, 3.228, -2.447], [-2.208, 1.851, -2.404], [0.708, 1.605, -3.306], [-0.554, 2.087, -4.408], [-0.343, 0.115, -5.854], [-1.104, -2.227, -6.172], [-1.995, -3.487, -4.203], [-2.008, -2.343, -1.978], [-7.343, -3.307, -1.727], [-6.159, -3.325, -1.069], [-5.065, -4.044, -1.585], [-3.864, -4.063, -0.915], [-3.715, -3.349, 0.274], [-4.792, -2.648, 0.803], [-5.997, -2.626, 0.137], [-2.201, -3.442, 1.122], [-1.596, -4.728, 0.931], [-2.383, -2.941, 2.469], [-1.232, -2.321, 0.373], [0.083, -2.653, 0.169], [0.784, -4.036, -0.565], [2.344, -3.324, -0.355], [2.259, -2.121, 0.251], [0.971, -1.739, 0.545], [-7.500, -3.923, -2.506], [-8.158, -2.913, -1.292], [-5.185, -4.610, -2.498], [-3.047, -4.661, -1.292], [-4.689, -2.135, 1.747], [-6.834, -2.085, 0.554], [3.234, -3.855, -0.637], [3.080, -1.472, 0.510], [4.415, 1.924, -2.483], [3.595, 1.062, -1.878], [3.217, -0.029, -2.580], [3.037, 1.342, -0.316], [4.833, 1.741, -3.379], [4.726, 2.730, -1.965], [3.709, -0.294, -3.420], [2.766, -0.767, -2.061]], "mulliken_charge": [0.13, -0.75, -0.44, -0.39, -1.05, -0.84, -0.14, -0.51, -1.14, 0.23, 0.36, 0.54, 0.54, 0.25, 0.01, 0.43, 0.41, 0.66, 0.49, 0.63, 0.20, 0.40, 0.56, 0.42, -0.28, 0.25, -1.55, -0.61, 0.85, -0.98, -0.39, -0.92, -0.01, 0.34, 0.34, -0.04, 0.00, 0.54, 0.46, 0.12, 0.52, 0.52, 0.45, 0.49, 0.42, -0.48, 1.04, -0.91, -0.62, -0.12, -0.17, -1.01, 1.15, -0.71, -0.75, 0.56, -0.01, -0.03, -0.51, -1.16, 0.75, 0.21, 0.21, 0.35, 0.62, 0.43, 0.34, 0.50, 0.61, -0.45, 0.74, -0.33, -0.56, 0.19, 0.22, 0.24, 0.13]}

{"formula": "C8H9NO3", "method": "wB97M-V/def2-TZVPD", "e_above_lowest_kcal_mol": 144.5, "largest_force_ev_per_a": 4.0, "e_homo_ev": [-8.47, -8.47], "smiles": "CC1=C/C=C\\C(=O)O/[N+]([O-])=C\\1C", "species": ["C", "C", "C", "C", "C", "C", "O", "O", "N", "O", "C", "C", "H", "H", "H", "H", "H", "H", "H", "H", "H"], "positions_angstrom": [[-0.249, -0.446, -1.742], [0.373, -0.231, -0.360], [1.324, 0.713, -0.128], [1.952, 1.371, 1.001], [2.554, 0.958, 2.137], [2.896, -0.380, 2.349], [3.912, -0.898, 2.700], [1.890, -1.245, 1.669], [0.348, -1.109, 1.817], [-0.110, -1.451, 2.873], [-0.331, -0.760, 0.756], [-1.792, -1.139, 0.780], [-0.482, -1.496, -1.904], [0.587, -0.242, -2.344], [-1.004, 0.233, -2.081], [1.840, 1.266, -0.908], [1.943, 2.446, 0.768], [3.119, 1.588, 2.683], [-2.188, -1.836, 0.062], [-2.464, -0.246, 0.762], [-2.194, -1.476, 1.757]], "mulliken_charge": [-1.63, 0.75, -0.46, -0.20, -0.70, 0.49, -0.49, -0.39, 0.78, -0.71, 0.44, -1.29, 0.41, 0.49, 0.30, 0.33, 0.38, 0.46, 0.31, 0.34, 0.38]}

{"formula": "C6H14N2O2", "method": "wB97M-V/def2-TZVPD", "e_above_lowest_kcal_mol": 18.8, "largest_force_ev_per_a": 1.6, "e_homo_ev": -9.49, "smiles": "CNC(C)=O.CNC(C)=O", "species": ["C", "N", "C", "C", "O", "H", "H", "H", "H", "H", "H", "H", "C", "N", "C", "C", "O", "H", "H", "H", "H", "H", "H", "H"], "positions_angstrom": [[-0.486, 0.073, -3.210], [-0.906, -1.342, -3.189], [-1.934, -1.723, -2.376], [-2.121, -3.210, -2.232], [-2.669, -0.933, -1.814], [-0.818, 0.486, -4.157], [-0.897, 0.567, -2.337], [0.595, 0.115, -3.088], [-0.184, -2.026, -3.365], [-1.414, -3.644, -1.526], [-3.127, -3.375, -1.867], [-1.976, -3.711, -3.190], [3.072, 0.833, 2.839], [1.632, 1.008, 3.127], [0.893, 1.648, 2.143], [-0.343, 2.364, 2.632], [1.153, 1.627, 0.959], [3.168, 0.794, 1.761], [3.621, 1.608, 3.371], [3.405, -0.120, 3.252], [1.381, 1.247, 4.067], [-1.204, 2.091, 2.027], [-0.591, 2.183, 3.679], [-0.250, 3.440, 2.491]], "mulliken_charge": [-0.83, -0.22, 0.72, -1.10, -0.62, 0.25, 0.30, 0.33, 0.26, 0.27, 0.30, 0.34, -0.84, -0.27, 0.70, -0.95, -0.61, 0.36, 0.28, 0.26, 0.25, 0.27, 0.31, 0.25]}

{"formula": "C13H11N3O6RhS2Se", "method": "wB97M-V/def2-TZVPD", "total_charge": -1, "e_above_lowest_kcal_mol": 0.0, "largest_force_ev_per_a": 0.5, "e_homo_ev": -5.10, "species": ["Rh", "O", "S", "O", "O", "O", "C", "C", "C", "C", "C", "C", "C", "S", "O", "O", "N", "C", "C", "C", "C", "C", "N", "H", "H", "H", "H", "H", "H", "H", "H", "H", "H", "H", "Se", "C", "N"], "positions_angstrom": [[1.803, -0.229, -0.880], [3.744, 1.803, 1.161], [3.351, 0.415, 1.171], [3.759, -0.354, 2.303], [3.692, -0.257, -0.164], [1.784, 0.326, 0.981], [-2.089, -1.967, 3.796], [-1.961, -1.621, 2.338], [-2.117, -0.301, 1.911], [-1.985, 0.033, 0.577], [-1.699, -0.968, -0.344], [-1.552, -2.285, 0.052], [-1.685, -2.602, 1.396], [-1.389, -0.522, -2.019], [-2.326, 0.500, -2.418], [-1.291, -1.723, -2.791], [0.097, 0.155, -1.919], [0.357, 1.507, -2.033], [-0.328, 2.572, -2.617], [0.276, 3.815, -2.547], [1.510, 3.995, -1.926], [2.136, 2.894, -1.374], [1.558, 1.702, -1.446], [-1.643, -1.193, 4.422], [-1.594, -2.912, 4.017], [-3.139, -2.062, 4.083], [-2.320, 0.475, 2.640], [-2.089, 1.059, 0.247], [-1.304, -3.048, -0.673], [-1.525, -3.628, 1.706], [-1.283, 2.415, -3.087], [-0.229, 4.667, -2.986], [1.972, 4.969, -1.863], [3.078, 2.932, -0.842], [1.225, -5.057, -0.027], [1.520, -3.319, -0.320], [1.684, -2.188, -0.523]], "mulliken_charge": [0.74, -0.65, 1.27, -0.61, -0.62, -0.46, -1.49, 0.95, -0.70, -0.43, 0.05, -0.55, -0.71, 1.21, -0.72, -0.72, -0.58, 0.67, -0.71, -0.18, -0.81, -0.18, 0.06, 0.36, 0.37, 0.31, 0.35, 0.44, 0.70, 0.35, 0.48, 0.39, 0.38, 0.47, -0.31, 0.24, -0.38]}

{"formula": "C12H19DyN4OS2", "method": "wB97M-V/def2-TZVPD", "total_charge": 2, "e_above_lowest_kcal_mol": 0.0, "s_squared": 9.3418, "largest_force_ev_per_a": 0.5, "e_homo_ev": [-14.51, -14.51], "multiplicity": 6, "species": ["Dy", "C", "C", "N", "C", "S", "N", "N", "C", "C", "C", "C", "C", "C", "C", "N", "H", "H", "H", "H", "H", "H", "H", "H", "H", "H", "H", "H", "H", "C", "S", "C", "O", "H", "H", "H", "H", "H", "H"], "positions_angstrom": [[-2.457, -0.098, -0.503], [2.710, 3.140, -0.153], [2.108, 3.050, -1.543], [0.641, 3.037, -1.537], [-0.095, 1.941, -1.353], [-1.832, 2.161, -1.597], [0.557, 0.835, -1.028], [-0.242, -0.278, -0.949], [0.340, -1.431, -0.859], [1.817, -1.621, -0.857], [-0.541, -2.629, -0.762], [-0.026, -3.911, -0.716], [-0.901, -4.991, -0.661], [-2.265, -4.765, -0.637], [-2.709, -3.455, -0.659], [-1.876, -2.411, -0.718], [3.796, 3.183, -0.227], [2.446, 2.268, 0.447], [2.377, 4.040, 0.364], [2.442, 2.153, -2.062], [2.405, 3.907, -2.145], [0.150, 3.877, -1.799], [2.330, -0.669, -0.908], [2.117, -2.233, -1.711], [2.122, -2.155, 0.046], [1.040, -4.080, -0.737], [-0.514, -6.001, -0.637], [-2.976, -5.577, -0.599], [-3.772, -3.241, -0.625], [0.202, 0.818, 2.703], [-1.564, 0.934, 2.849], [-1.805, 2.658, 2.508], [-2.077, 0.196, 1.576], [0.630, 1.406, 3.516], [0.527, 1.191, 1.730], [0.464, -0.229, 2.841], [-1.355, 3.200, 3.342], [-2.876, 2.849, 2.497], [-1.340, 2.932, 1.561]], "mulliken_charge": [1.52, -0.97, -0.39, -0.17, 0.46, -0.43, -0.63, -0.02, 0.69, -1.53, 0.61, -0.46, -0.46, -0.76, 0.01, -0.29, 0.35, 0.16, 0.33, 0.26, 0.44, 0.23, 0.25, 0.42, 0.41, 0.40, 0.46, 0.43, 0.37, -0.40, 0.41, -0.84, -0.49, 0.47, -0.20, 0.35, 0.43, 0.36, 0.24]}